(1)
C29H21BF12N4Ru | wB97M-V/def2-TZVPD

Structure (XYZ):
```
68
Properties=species:S:1:pos:R:3:forces:R:3
Ru -0.0929 -0.0879 -0.6012 -0.638 1.501 -1.532
C 0.5600 2.4275 -2.7678 -0.060 -0.006 0.035
N 0.0822 2.1557 -1.4161 0.287 0.432 0.116
C -1.2488 2.6793 -1.1825 -0.140 -0.053 0.091
C -2.2475 1.7235 -1.7833 -0.197 -0.160 0.374
N -2.0651 0.4068 -1.1524 -0.289 -1.238 -0.417
C -3.0949 -0.4948 -1.3344 0.127 0.534 0.214
C -4.1196 -0.3934 -2.2913 -0.121 -0.018 -0.096
F -4.1036 0.5824 -3.2313 -0.045 -0.080 -0.110
C -5.1805 -1.2805 -2.3866 0.022 0.226 -0.129
F -6.1002 -1.1039 -3.3490 -0.030 0.035 0.011
C -5.3001 -2.3347 -1.5190 -0.098 -0.152 0.058
F -6.3502 -3.1707 -1.5776 0.013 -0.047 -0.033
C -4.3044 -2.5032 -0.5766 0.050 -0.021 0.033
F -4.3767 -3.5289 0.2810 0.001 -0.017 0.008
C -3.2498 -1.6238 -0.5002 0.032 0.037 0.107
F -2.3333 -1.8928 0.4382 0.027 0.006 0.112
C 1.0535 2.5754 -0.4127 0.098 -0.053 -0.036
C 2.3206 1.7276 -0.5375 0.104 -0.228 -0.053
N 1.9584 0.4238 -1.0970 0.261 -0.687 0.407
C 2.9767 -0.4516 -1.3674 -0.228 0.314 -0.097
C 4.3038 -0.4057 -0.9090 0.154 -0.029 0.036
F 4.7471 0.6149 -0.1466 0.050 -0.016 0.065
C 5.2374 -1.3936 -1.1846 0.029 0.164 0.070
F 6.4688 -1.2964 -0.6598 0.028 0.009 0.023
C 4.9217 -2.4767 -1.9691 0.041 -0.070 -0.044
F 5.8216 -3.4414 -2.2195 0.033 -0.025 -0.004
C 3.6534 -2.5272 -2.5149 -0.089 -0.009 -0.038
F 3.3289 -3.5267 -3.3436 -0.006 -0.022 -0.025
C 2.7427 -1.5350 -2.2406 -0.047 0.047 -0.187
F 1.5713 -1.5911 -2.9109 0.017 -0.027 0.053
H 0.8381 3.4865 -2.8724 -0.016 0.012 -0.022
H -0.2193 2.1989 -3.4928 -0.004 -0.008 0.005
H 1.4205 1.7990 -2.9818 0.044 0.007 0.020
H -1.3753 3.7023 -1.5670 0.013 -0.013 -0.063
H -1.4113 2.7030 -0.1035 0.048 0.107 0.005
H -2.1486 1.6872 -2.8703 0.044 0.079 -0.012
H -3.2487 2.1183 -1.5724 -0.057 -0.060 -0.047
H 0.6175 2.4003 0.5718 -0.119 0.050 -0.019
H 1.2771 3.6504 -0.4961 0.093 -0.014 -0.027
H 2.7660 1.6514 0.4585 0.005 0.055 0.008
H 3.0565 2.2318 -1.1744 0.016 -0.019 -0.071
F 0.7444 -3.0117 -0.7009 0.073 -0.363 -0.013
B -0.0834 -2.0559 -1.1438 -0.014 0.768 0.939
F -1.0146 -2.4829 -2.0091 0.085 -0.328 -0.350
C -3.4569 0.2364 3.9633 0.001 0.027 -0.042
C -2.2873 -0.4080 4.3398 0.137 -0.009 -0.036
C -1.1943 -0.4558 3.4867 -0.137 -0.139 0.112
C -1.2273 0.1474 2.2225 0.145 -0.114 -0.123
C -2.4083 0.8002 1.8605 -0.009 0.066 0.104
C -3.5035 0.8348 2.7118 0.042 0.002 -0.008
N -0.1116 0.0346 1.3611 0.585 -0.297 0.416
C 1.1571 -0.0316 1.9907 -0.176 -0.158 0.187
C 1.4771 0.8327 3.0444 0.136 0.207 -0.070
C 2.7417 0.8292 3.6172 -0.097 0.036 0.002
C 3.7248 -0.0372 3.1608 -0.017 -0.043 -0.045
C 3.4108 -0.9136 2.1296 -0.074 -0.003 0.079
C 2.1465 -0.9183 1.5592 -0.050 -0.223 0.171
H -4.3135 0.2632 4.6255 0.013 0.000 -0.020
H -2.2246 -0.8959 5.3059 0.010 -0.010 -0.018
H -0.3052 -0.9959 3.7854 -0.035 0.016 0.036
H -2.4690 1.2443 0.8833 -0.085 0.005 -0.064
H -4.4088 1.3350 2.3867 0.021 0.014 -0.015
H 0.7239 1.5265 3.3989 0.017 -0.012 0.030
H 2.9584 1.5157 4.4279 -0.008 0.013 -0.019
H 4.7134 -0.0355 3.6026 -0.011 0.006 -0.011
H 4.1568 -1.6121 1.7671 -0.028 0.003 0.001
H 1.9001 -1.6311 0.7866 0.022 -0.007 -0.029
```
Forces are in eV/Å.

Values from the calculation:
Kohn-Sham gap (spin up / spin down): 6.90 / 6.73 eV
Energy above the lowest of the compared OMol25 structures with the same formula, charge and spin: 0.0000 eV
Maximum force: 0.04352 hartree/bohr
2S+1: 2
Charge: -1



(2)
C11H40N13O12 | wB97M-V/def2-TZVPD

Structure (XYZ):
```
76
Properties=species:S:1:pos:R:3:forces:R:3
O 0.5187 -0.0640 -1.4670 2.029 -1.780 -2.165
C -0.3050 0.1312 -0.4860 -2.980 -0.187 2.856
O -0.4779 1.2890 -0.2057 -0.165 4.033 0.873
O -0.9627 -0.7666 0.1050 0.640 -2.348 -1.015
H 0.7347 0.8563 -1.6340 0.884 0.544 -0.522
C -4.5792 -1.7333 1.1035 -0.677 0.514 -0.466
O -4.9566 -0.6473 1.4230 -0.795 2.329 0.977
N -5.3117 -2.7197 0.7338 -6.532 -3.698 -0.942
N -3.4001 -2.1591 0.8877 7.877 0.196 0.301
H -6.3057 -2.5444 0.6991 0.089 -0.528 0.018
H -4.9352 -3.6358 0.5362 -0.644 0.447 -0.017
H -3.2044 -3.1303 0.6915 0.166 0.642 0.101
H -2.6213 -1.5373 1.0520 0.350 -0.210 -0.064
C -1.2863 -2.9835 -3.1431 0.735 -2.817 -3.731
O -1.3157 -3.7822 -4.0853 0.167 0.257 -0.535
N -0.7653 -1.7972 -3.1675 1.201 3.925 -0.667
N -1.6862 -3.3440 -1.9825 -2.314 -1.518 4.743
H -0.9431 -1.1749 -2.3921 0.514 -0.199 -0.387
H -0.0415 -1.5544 -3.8287 -0.471 -0.087 0.106
H -2.0416 -4.2842 -1.8833 0.016 0.398 0.046
H -1.6126 -2.7140 -1.1965 -0.004 -0.262 0.148
C -3.8931 1.5706 -1.8870 -1.868 -1.781 -2.455
O -4.6686 2.1109 -2.6503 -1.438 -0.029 -0.869
N -3.0615 2.1723 -1.1740 4.786 3.719 3.571
N -3.7470 0.2327 -1.7206 -1.672 -2.619 -1.237
H -2.8770 3.1592 -1.2835 -0.236 -0.291 0.030
H -2.3323 1.6032 -0.7683 0.165 0.760 0.594
H -4.3880 -0.2998 -2.2912 0.256 -0.128 0.159
H -2.9727 -0.2820 -1.3260 -0.110 0.538 0.219
C 2.6014 1.4167 -4.6395 4.608 -2.884 -0.443
O 3.8142 1.2976 -4.3061 -1.238 0.417 -1.177
N 1.7376 2.0211 -3.9667 -2.794 4.662 5.235
N 2.0004 0.7658 -5.5970 0.178 -1.551 -2.924
H 2.1530 2.4105 -3.1325 -0.680 0.582 0.682
H 0.7536 2.1326 -4.1652 0.434 0.053 0.095
H 0.9993 0.8686 -5.5106 0.296 -1.145 -1.253
H 2.5775 0.1103 -6.1044 -0.909 -0.100 -0.286
C 2.0128 -2.9654 0.7774 0.705 1.396 -0.972
O 2.7978 -3.5928 1.4062 3.386 -1.831 1.948
N 2.3113 -1.9438 -0.0146 2.024 1.662 -0.979
N 0.7666 -3.2298 0.8138 -5.083 -1.890 0.392
H 3.2908 -1.7120 0.0695 -0.371 0.384 -0.576
H 1.6569 -1.4349 -0.5914 0.374 -0.056 0.105
H 0.0855 -2.5710 0.4640 -0.225 -0.050 0.325
H 0.5821 -3.9047 1.5422 -0.681 0.268 -0.212
C 3.7113 1.6508 -0.8554 -2.403 0.547 0.028
O 2.7304 2.3438 -1.0510 -1.886 2.332 -1.956
N 4.5423 1.2201 -1.7035 4.036 -1.427 -2.442
N 3.7581 1.1101 0.3176 0.085 -0.963 4.065
H 5.0667 0.4508 -1.3118 0.343 0.098 -1.073
H 4.4048 1.3447 -2.6963 0.063 0.030 -0.563
H 2.7916 1.2061 0.5946 0.335 -0.688 1.635
H 4.4419 0.4255 0.6072 -0.637 0.062 0.216
C 0.2277 0.0935 5.2773 -0.939 -0.605 1.035
C 0.2803 0.2146 3.7788 0.155 1.722 -0.094
C 1.5749 0.8840 3.3390 0.031 -1.163 -0.630
O 1.5731 2.1114 3.9098 0.715 1.963 1.294
C 2.6846 2.9396 3.5897 -1.017 -0.050 -0.701
N 0.0491 -0.9852 3.0843 0.484 -2.363 -0.140
H 1.0687 -0.3651 5.7976 0.434 0.154 -0.395
H -0.6051 -0.5566 5.5456 -0.268 -0.276 -0.130
H -0.0518 1.0169 5.7845 0.448 0.244 -0.276
H -0.5619 0.8392 3.4813 0.206 1.078 0.295
H 1.6866 0.9340 2.2559 -0.604 0.149 -0.573
H 2.4808 0.3438 3.6142 0.103 -0.641 0.538
H 3.6567 2.4495 3.5351 0.057 -0.466 0.526
H 2.6789 3.7539 4.3142 0.151 -0.008 -0.210
H 2.4956 3.2841 2.5730 0.154 0.600 -0.108
H -0.8332 -1.3483 3.4155 -0.148 -0.273 -0.234
H -0.0341 -0.8194 2.0915 -0.153 0.014 -0.116
O -2.8510 1.0650 1.8113 0.491 0.404 0.460
H -3.5191 0.4333 1.5452 -0.847 -0.182 0.013
H -2.0448 0.7472 1.4047 0.496 0.105 -0.253
O 0.7649 4.1672 0.2790 -0.062 0.599 0.151
H -0.0907 3.7455 0.3591 -0.182 -0.317 0.099
H 1.2208 3.6594 -0.3922 0.367 -0.411 -0.092
```
Forces are in eV/Å.

Values from the calculation:
Kohn-Sham gap: 8.52 eV
Energy above the lowest of the compared OMol25 structures with the same formula, charge and spin: 0.0000 eV
Maximum force: 0.15334 hartree/bohr
Charge: -1



(3)
C6H9N3O3S | wB97M-V/def2-TZVPD

Structure (XYZ):
```
22
Properties=species:S:1:pos:R:3:forces:R:3
C 0.3709 1.7639 0.4065 -1.497 0.989 0.073
C -0.6943 1.9920 -2.0721 1.456 1.732 -1.739
C -0.6550 0.5938 -1.4432 -0.221 0.507 0.394
C -1.1468 -0.5168 2.0134 1.025 0.963 0.130
C 1.7226 -2.5219 -0.3659 -1.744 0.072 -0.522
C -0.4040 -0.5739 0.6911 -0.037 -4.150 -3.908
N 0.4684 2.9445 -0.1397 -0.907 -1.756 0.463
N -0.1181 3.0578 -1.3834 -0.092 -0.874 0.993
N -0.2964 0.6113 -0.0941 0.730 1.478 -0.650
O -0.9929 2.2095 -3.2300 -0.809 -0.944 0.631
O -0.9759 -0.3909 -2.0550 0.004 0.084 -0.081
O 0.9598 -2.2147 2.2313 0.504 -0.812 -0.386
S 1.3272 -1.4156 1.0338 -0.078 1.803 0.355
H 0.4533 1.6731 1.4811 1.067 0.231 -0.023
H -0.4847 -0.6601 2.9093 -0.469 0.330 -0.991
H -1.5973 0.4767 2.0065 -0.298 -0.078 0.439
H -1.8945 -1.2691 2.0923 -0.623 -0.510 -0.107
H 0.8465 -3.1615 -0.3452 -0.036 -0.587 -0.210
H 2.6033 -3.1077 -0.1264 0.164 0.251 0.129
H 1.7463 -2.0768 -1.3949 0.213 0.100 1.180
H -0.9667 -1.4317 -0.4890 1.263 2.199 3.698
H -0.2718 4.0183 -1.7262 0.385 -1.028 0.131
```
Forces are in eV/Å.

Values from the calculation:
Kohn-Sham gap: 8.59 eV
Energy above the lowest of the compared OMol25 structures with the same formula, charge and spin: 2.8827 eV
Maximum force: 0.11086 hartree/bohr
Charge: 0



(4)
C3H8N2O2 | wB97M-V/def2-TZVPD

Structure (XYZ):
```
15
Properties=species:S:1:pos:R:3:forces:R:3
C 2.8313 0.1710 0.0846 1.591 -2.333 -1.153
C -0.6209 1.2952 -0.6057 3.494 -3.059 0.570
C -1.0511 -0.3995 1.1531 -1.983 -0.102 -0.120
N -0.2592 -1.1082 -0.9380 2.334 -0.560 -0.490
N -0.2304 -0.0876 0.0354 -0.588 1.581 -2.199
O 2.4536 1.1098 0.5871 -1.150 2.617 1.334
O 3.3284 -0.7606 -0.4024 -0.414 -0.164 -0.104
H -0.8429 1.2492 -1.6480 0.742 -0.484 -0.929
H -1.4974 1.6459 -0.2435 -2.522 1.338 2.034
H 0.2997 1.8054 -0.3214 -0.674 1.042 -0.536
H -1.2874 0.4474 1.8320 0.502 -0.382 -0.542
H -2.0407 -0.7893 0.7513 0.601 0.230 0.758
H -0.5476 -1.1771 1.6801 0.045 -0.686 0.768
H -1.0909 -1.6422 -1.0926 -0.899 -0.012 0.438
H 0.5556 -1.7592 -0.8721 -1.081 0.975 0.170
```
Forces are in eV/Å.

Values from the calculation:
Kohn-Sham gap: 9.62 eV
Energy above the lowest of the compared OMol25 structures with the same formula, charge and spin: 2.3782 eV
Maximum force: 0.09099 hartree/bohr
Charge: 0



(5)
C9H14O | wB97M-V/def2-TZVPD

Structure (XYZ):
```
24
Properties=species:S:1:pos:R:3:forces:R:3
C 0.7846 -1.6121 2.3971 -1.433 0.737 0.540
C 2.6874 -0.4004 -1.2833 -0.117 0.028 0.722
C 3.3882 -0.3797 -0.0795 0.207 -0.038 -0.742
C 1.3408 -0.7395 -1.2434 -0.080 -0.148 -0.467
C 2.7929 -0.7841 1.0967 0.121 0.115 0.602
C 0.7191 -1.0102 -0.0384 0.010 0.187 0.843
C 1.4396 -1.0942 1.1588 0.341 -0.310 -0.664
H 3.2131 -0.1059 -2.1770 -0.170 -0.156 -0.298
H 4.4328 -0.0958 -0.1237 0.003 -0.025 0.271
H 0.7576 -0.8908 -2.1465 0.075 0.470 -0.061
H 3.3889 -0.8224 2.0016 -0.003 -0.047 0.022
H -0.3593 -1.0731 0.0413 -0.032 -0.520 -0.329
H 0.7089 -0.8808 3.2103 0.836 -0.106 0.092
H 1.0768 -2.5879 2.7733 0.625 0.079 -0.058
H -0.2774 -1.7228 2.2152 -0.388 -0.282 -0.465
C -2.8097 0.9503 -0.5993 0.667 -0.234 -0.115
C -2.7760 2.4522 -0.7028 -1.406 1.005 0.229
O -3.7060 0.3707 -1.5476 0.417 0.202 0.100
H -1.7885 0.5876 -0.7396 0.039 -0.300 -0.181
H -3.1161 0.5785 0.3765 -0.172 0.255 0.079
H -2.0658 3.0038 -0.0914 0.516 -0.416 -0.122
H -3.3173 0.5764 -2.4042 -0.254 -0.131 -0.140
H -3.7275 2.8477 -0.3680 -0.498 -0.027 0.325
H -2.7873 2.8325 -1.7262 0.697 -0.338 -0.182
```
Forces are in eV/Å.

Values from the calculation:
Kohn-Sham gap: 9.99 eV
Energy above the lowest of the compared OMol25 structures with the same formula, charge and spin: 0.7682 eV
Maximum force: 0.03390 hartree/bohr
Charge: 0